## one
ORCA calculation (wB97M-V/def2-TZVPD) on a structure of composition C34H55N10O3PS2SiTl.

XYZ file:
```
107
C34H55N10O3PS2SiTl (wB97M-V/def2-TZVPD)
Tl 0.5412 0.3732 -0.5804
S 0.8020 0.7967 -3.1669
S 0.3128 -2.0622 -0.0245
P -1.5214 3.6066 0.4734
Si -1.7094 -2.7465 -0.0945
O -1.9357 -3.8114 1.1090
O -2.1084 -3.4913 -1.4801
O -2.6544 -1.4352 0.2023
N 2.0224 -1.0060 -4.6547
N -1.6833 1.4158 -1.2621
N 1.0157 2.7866 -0.4444
N 0.8282 4.9674 -0.2804
N -3.2513 2.9152 -1.6397
N 2.7646 -0.4258 -1.3128
N 2.8740 -0.9221 -2.5553
N -0.6522 1.1103 1.4658
N -1.8184 2.2608 2.9274
N 2.4499 0.6794 1.1026
C -4.0598 4.1334 -1.5395
C -1.4989 1.0648 3.5210
C -0.1328 -5.4304 0.9888
C 0.2607 6.3005 -0.0587
C 2.1999 3.3496 -0.8346
C 3.4788 -0.1581 0.9062
C 4.2860 0.2766 3.1182
C -1.7936 -5.4017 2.8493
C 1.9960 -0.4590 -3.4196
C 4.2297 -1.2270 -5.7787
C 2.3618 1.3523 2.2472
C 3.2664 1.2008 3.2827
C 3.6402 -0.7526 -0.4460
C -2.1621 2.5886 -0.8896
C -1.2812 2.2556 1.6746
C 4.7942 -1.6603 -0.7486
C 3.0509 -1.9387 -5.1230
C 4.3959 -0.4054 1.9183
C -2.5201 -6.0787 0.5539
C -3.9759 -1.3121 0.7939
C -1.6066 -2.4733 -3.6121
C -0.3009 -4.4353 -2.8097
C -3.4455 1.8982 -2.5395
C -2.7087 -4.6943 -3.4209
C 2.0970 4.7067 -0.7411
C -4.3730 0.1480 0.6243
C -1.6676 -3.7637 -2.8214
C -2.6039 3.3338 3.5430
C -2.4713 0.9745 -2.2893
C -4.9573 -2.2191 0.0540
C -0.7807 0.3574 2.5990
C 0.1960 3.7707 -0.1177
C -1.5900 -5.1817 1.3593
C -3.9526 -1.6460 2.2856
H 3.8868 -0.5863 -6.5957
H -5.9564 -2.1363 0.4884
H -3.2175 -1.0199 2.7949
H 0.0184 -5.3193 -0.0894
H -1.5179 -6.4236 3.1226
H 0.4394 -3.7922 -2.3241
H 0.0227 -4.6365 -3.8356
H -3.5668 3.4409 3.0497
H -3.6804 -2.6885 2.4407
H -0.8937 -1.7806 -3.1562
H -2.8401 -5.2371 3.1212
H -5.3174 0.3423 1.1398
H 4.6165 -2.6485 -0.3079
H 4.9981 0.0970 3.9144
H -2.4823 -4.8869 -4.4737
H 3.1641 1.7789 4.1909
H -2.4269 -5.8550 -0.5120
H -5.0057 -1.9386 -1.0037
H -2.5990 -2.0158 -3.6423
H 4.8861 -1.7790 -1.8230
H -1.8199 0.8170 4.5225
H 0.1619 -6.4402 1.2805
H -0.5661 6.4872 -0.7383
H 0.5136 -4.7103 1.5002
H -4.9377 -1.4636 2.7236
H 5.7308 -1.2689 -0.3464
H -2.0722 4.2777 3.4883
H 3.3827 -2.5113 -4.2642
H -4.6316 -3.2633 0.1167
H -4.7691 4.1494 -2.3609
H -2.2753 -7.1309 0.7218
H 3.0362 2.7462 -1.1642
H 4.7497 -0.6043 -5.0470
H 1.5252 2.0384 2.3324
H -3.5942 0.7899 1.0520
H 1.4624 -0.5386 -5.3447
H 2.8057 5.4960 -0.9494
H -2.2819 0.0314 -2.7713
H -1.1706 -4.7041 3.4164
H 4.9383 -1.9517 -6.1897
H -4.6104 4.1604 -0.6025
H 5.1921 -1.1234 1.7710
H -3.7010 -4.2402 -3.3501
H -0.3519 -5.3884 -2.2765
H -3.4325 5.0188 -1.6089
H -4.4894 0.3939 -0.4341
H -2.7724 3.0870 4.5851
H -4.2517 1.9163 -3.2608
H 2.5800 -2.6232 -5.8268
H -0.0927 6.4057 0.9624
H -3.5588 -5.9093 0.8526
H -1.2869 -2.6710 -4.6393
H -2.7230 -5.6478 -2.8862
H 1.0320 7.0407 -0.2394
H -0.3596 -0.6405 2.6656
```

Calculated values
**LUMO level**: -0.0852 Eh
**Net charge**: +1
**E_HOMO**: -9.90 eV
**Gap between HOMO and LUMO**: 7.579 eV

## two
ORCA calculation (wB97M-V/def2-TZVPD) on a structure of composition C34H55N10O3PS2SiTl.

XYZ file:
```
107
C34H55N10O3PS2SiTl (wB97M-V/def2-TZVPD)
Tl -0.5253 0.9462 -0.7175
S 0.5162 1.5091 1.5932
S 0.4662 -0.9898 -1.9024
P 0.4881 4.6568 -1.1616
Si 1.1665 -2.2612 -0.3551
O -0.0171 -2.7104 0.6672
O 1.8617 -3.5664 -1.0191
O 2.1999 -1.3745 0.5411
N 1.6928 2.1409 -1.0819
N -0.3637 0.7388 3.9379
N -2.1634 0.2862 0.9889
N -1.8758 0.3444 2.3093
N 3.1244 3.7549 -0.6737
N -0.7432 2.5642 -2.6301
N -0.8263 4.9046 1.3140
N -1.6776 3.3270 0.0282
N -2.6609 -0.0694 -1.6432
N -0.7468 4.5159 -3.6505
C 2.4599 -5.6609 -1.9154
C -1.8986 4.3814 1.9842
C -2.1472 1.3786 5.5334
C -0.5335 5.9294 -3.9477
C 3.7126 -3.5785 -2.5281
C -3.6342 -0.3171 -0.7635
C -1.1016 -3.6444 0.6396
C 2.9232 1.5809 -0.8925
C 1.8269 3.4433 -0.9354
C -0.6827 -4.8378 1.4862
C 3.8232 2.5774 -0.6407
C -0.3835 3.8373 -2.5315
C 2.9574 -0.7100 2.6659
C 0.0909 5.8964 1.8518
C -3.9793 -1.0181 -3.3887
C 3.6786 5.0757 -0.4069
C 4.5469 -1.5412 0.9145
C 2.3466 -4.1742 -2.2232
C -5.0153 -1.2267 -2.4951
C -1.3567 2.4334 -3.8458
C -2.4171 3.4160 1.1757
C -0.6816 0.8024 2.6296
C -1.4302 -4.0817 -0.7835
C -2.2948 -2.9311 1.2551
C -1.2648 0.2668 4.9807
C -2.8147 -0.4489 -2.9071
C 3.1710 -1.7130 1.5409
C -3.3578 -0.0622 0.6725
C 1.3990 -3.9497 -3.3919
C -1.3654 3.6339 -4.4872
C -4.4281 -0.3380 1.6831
C -0.7177 4.2288 0.1411
C 2.9871 -3.1328 2.0700
C -4.8346 -0.8944 -1.1639
H 3.0670 0.3106 2.2895
H -5.6056 -1.1100 -0.4393
H 0.5058 1.1707 4.2026
H -0.4654 6.7521 2.2281
H 1.4857 -6.0630 -1.6328
H -2.5926 -2.1016 0.6114
H -1.9461 -0.3433 -3.5422
H -3.2687 2.7814 1.3536
H -1.6381 -3.2141 -1.4146
H 4.7579 5.0268 -0.5197
H 1.9526 -0.8181 3.0792
H -4.5590 -1.4161 1.8139
H 3.6867 -0.8782 3.4603
H 3.4460 5.3977 0.6074
H 4.8801 2.5513 -0.4385
H -4.0603 -1.3024 -4.4281
H -0.6510 -0.1742 5.7656
H -5.9465 -1.6692 -2.8234
H 0.4206 -4.3921 -3.1971
H -0.4720 -4.5213 2.5091
H 0.2195 -5.2900 1.0697
H 3.1542 -5.8258 -1.0901
H 4.7039 -0.4974 0.6301
H 3.6959 -3.3109 2.8793
H 0.7566 6.2371 1.0617
H 1.9763 -3.2643 2.4599
H -5.3835 0.0819 1.3663
H 0.4292 6.0806 -4.4329
H -1.8793 -0.5214 4.5533
H 0.6841 5.4636 2.6560
H -2.3067 -4.7318 -0.7790
H -1.4724 -5.5911 1.5090
H -3.1386 -3.6154 1.3633
H 3.6213 -2.5207 -2.7849
H -4.1444 0.0846 2.6406
H 1.2658 -2.8869 -3.5957
H -2.6981 1.8544 4.7204
H 5.3273 -1.8286 1.6209
H 4.3652 -3.6769 -1.6606
H -1.5535 2.1393 6.0429
H 3.2836 5.7989 -1.1160
H -0.5700 6.5123 -3.0324
H 1.8165 -4.4203 -4.2834
H -2.8676 0.9778 6.2477
H -1.3260 6.2668 -4.6099
H 4.6375 -2.1636 0.0248
H 4.1764 -4.1007 -3.3667
H -1.7486 1.5014 -4.1982
H -2.1876 4.7310 2.9606
H 2.8208 -6.2060 -2.7888
H 3.0638 0.5121 -0.9364
H 3.1554 -3.8772 1.2906
H -1.7474 3.9282 -5.4489
H -2.0305 -2.5309 2.2357
H -0.5961 -4.6354 -1.2150
```

Calculated values
**LUMO level**: -0.0890 Eh
**Net charge**: +1
**E_HOMO**: -10.09 eV
**Gap between HOMO and LUMO**: 7.666 eV

Most stable: one (next structure +0.406 eV)

## one
ORCA calculation (wB97M-V/def2-TZVPD) on an isolated molecule of C7H11F.

XYZ file:
```
19
C7H11F (wB97M-V/def2-TZVPD)
F -1.7958 2.1742 -0.9376
C -1.9527 0.8704 -1.1062
C 2.4357 0.4315 0.8787
C 0.0915 0.2541 1.8783
C 0.4389 0.2394 -0.6131
C -0.9992 -0.0806 -0.8246
C -1.4679 -1.4632 -0.9358
C 0.9247 0.3696 0.8208
H 2.8619 -0.5386 0.5647
H -0.9928 -2.1828 -0.2890
H -2.5399 -1.5300 -0.8058
H -0.9250 0.0595 1.8653
H -1.1662 -1.7720 -1.9149
H 0.5293 0.2230 2.9096
H 2.7846 1.1312 0.0923
H 0.6944 1.1979 -1.1047
H -2.9002 0.4924 -1.2778
H 1.1607 -0.5289 -1.1009
H 2.8179 0.6528 1.9009
```

Calculated values
**LUMO level**: 0.0339 Eh
**E_HOMO**: -8.84 eV
**Gap between HOMO and LUMO**: 9.764 eV

## two
ORCA calculation (wB97M-V/def2-TZVPD) on an isolated molecule of C7H11F.

XYZ file:
```
19
C7H11F (wB97M-V/def2-TZVPD)
F -1.8920 -0.7830 0.9787
C -1.7430 1.4327 -0.0007
C 0.3002 -0.4962 -0.0547
C -1.2519 -0.1489 -0.0460
C 0.0543 -0.9561 -1.4075
C 1.3746 0.6165 0.1760
C 0.6051 -1.6196 0.9114
C -1.2848 -0.8116 -1.3913
H -2.8459 1.5682 -0.3056
H 1.5353 0.6004 1.2602
H 0.0102 -2.5419 0.9319
H 2.3638 0.3815 -0.3991
H 1.0896 1.5536 -0.3890
H 0.2782 -1.2090 1.9029
H -1.2026 2.0380 -0.7551
H 0.8259 -1.0722 -2.1388
H 1.7625 -1.7811 1.0009
H -2.1481 -1.1669 -2.0299
H -1.5562 1.6838 0.9951
```

Calculated values
**LUMO level**: 0.0363 Eh
**E_HOMO**: -9.58 eV
**Gap between HOMO and LUMO**: 10.568 eV

Most stable: one (next structure +0.716 eV)